Entry 1:
{"formula": "C32H34Cl7N5NdO3S", "method": "ωB97M-V with the def2-TZVPD basis set", "gap_ev": [7.15, 7.17], "charge": 1, "multiplicity": 4, "largest_force_ev_per_a": 1.66, "s_squared": 3.753, "de_lowest_ev": 0.753, "symbols": ["Nd", "Cl", "C", "Cl", "H", "H", "N", "C", "C", "O", "O", "H", "H", "H", "H", "Cl", "C", "C", "Cl", "C", "Cl", "C", "O", "C", "Cl", "C", "Cl", "N", "C", "S", "N", "C", "C", "C", "C", "C", "C", "H", "H", "H", "H", "H", "H", "H", "H", "C", "C", "C", "C", "C", "C", "C", "C", "C", "C", "H", "H", "H", "H", "H", "H", "H", "C", "C", "N", "C", "C", "N", "C", "C", "H", "H", "H", "H", "H", "H", "H", "H", "H", "H", "H", "H", "H"], "coordinates": [[0.802470, -0.803976, -0.332758], [2.438407, -3.475893, -0.588070], [1.432974, -4.449816, 0.496466], [-0.180847, -3.738053, 0.562675], [1.851406, -4.424231, 1.500816], [1.345295, -5.455010, 0.094116], [2.428357, 1.658148, -0.263361], [1.613526, 2.731653, -0.838794], [0.376123, 2.140355, -1.573024], [-0.050307, 2.729115, -2.553686], [-0.100931, 1.081085, -1.050795], [3.093763, 2.034642, 0.406180], [2.989589, 1.231774, -1.004123], [2.152847, 3.381179, -1.535306], [1.235241, 3.368031, -0.032573], [-5.655125, -3.495417, -3.089508], [-4.017470, -3.121587, -2.718190], [-3.707408, -2.339427, -1.611029], [-4.959604, -1.735437, -0.605518], [-2.385199, -2.033603, -1.326288], [-1.992472, -1.078458, 0.061731], [-1.309228, -2.454656, -2.136126], [-0.092847, -2.093642, -1.918583], [-1.664204, -3.288543, -3.226792], [-0.369547, -3.874849, -4.203084], [-2.980027, -3.604938, -3.523387], [-3.342704, -4.569426, -4.895629], [2.125393, 1.556121, -4.079108], [1.694640, 0.355764, -3.661503], [2.669227, -0.547467, -2.596105], [0.565381, -0.177376, -4.124434], [-0.393930, 0.363716, -5.008976], [-0.093568, 1.295109, -6.000020], [-1.107101, 1.795548, -6.801615], [-2.409380, 1.349617, -6.658526], [-2.698120, 0.379877, -5.710614], [-1.701092, -0.101861, -4.884567], [2.948776, 1.909017, -3.618149], [1.427275, 2.246506, -4.331826], [0.304628, -1.055388, -3.673616], [0.924200, 1.600298, -6.184882], [-0.868710, 2.538385, -7.549072], [-3.192031, 1.745411, -7.288254], [-3.702609, -0.004485, -5.609066], [-1.937376, -0.840880, -4.132504], [1.259250, -2.066125, 5.747372], [0.330872, -2.274535, 4.712816], [0.626106, -1.888587, 3.433060], [1.878213, -1.313763, 3.093890], [2.188164, -1.019973, 1.716177], [3.520193, -0.662904, 1.508458], [4.454686, -0.452557, 2.540942], [4.099554, -0.636176, 3.845627], [2.814089, -1.128198, 4.151379], [2.465732, -1.488942, 5.472296], [1.026486, -2.387372, 6.751650], [-0.609895, -2.761490, 4.931489], [-0.093101, -2.062691, 2.638091], [3.900418, -0.551805, 0.491072], [5.462330, -0.137128, 2.298619], [4.802181, -0.452857, 4.646569], [3.195850, -1.337739, 6.256067], [-1.938718, 3.329480, 2.471110], [-1.544913, 2.241617, 1.441447], [-0.785861, 1.185645, 2.095635], [0.389069, 1.745443, 2.747682], [-0.030423, 2.728538, 3.866221], [-1.513637, 2.855673, 3.818491], [-2.152110, 1.545344, 4.115475], [-1.623094, 0.520655, 3.084764], [-3.014775, 3.501629, 2.485621], [-1.442419, 4.278890, 2.269260], [-0.948965, 2.666775, 0.635879], [-2.429155, 1.801540, 0.980817], [0.991286, 2.244415, 1.990715], [0.984030, 0.930238, 3.158163], [0.409873, 3.715976, 3.724840], [0.255409, 2.355358, 4.849740], [-1.812205, 3.536012, 4.518691], [-3.232541, 1.666199, 4.042896], [-1.901139, 1.256909, 5.135192], [-2.457627, 0.040945, 2.574331], [-1.030917, -0.251400, 3.574925]], "forces_ev_per_angstrom": [[1.31, 0.47, 0.16], [0.30, -0.32, -0.12], [0.16, 0.10, 0.07], [-0.34, -0.34, 0.31], [0.02, 0.00, -0.17], [0.08, 0.11, 0.05], [0.04, 0.18, -0.05], [-0.18, -0.32, -0.26], [0.75, 1.45, -0.32], [-0.16, -0.14, 0.14], [-0.58, -0.21, 0.07], [-0.14, -0.17, 0.09], [-0.10, 0.06, 0.15], [-0.10, -0.03, 0.05], [0.00, 0.02, -0.02], [0.06, 0.03, 0.02], [-0.04, -0.02, -0.02], [-0.07, -0.08, -0.09], [-0.10, 0.04, 0.11], [0.13, -0.35, -0.53], [-0.58, 0.20, 0.34], [-1.04, -0.33, -0.22], [-0.14, -0.11, -0.44], [0.30, 0.04, 0.10], [-0.02, 0.12, 0.03], [-0.06, 0.05, 0.06], [0.02, 0.02, 0.07], [-0.24, 0.08, 0.04], [-0.04, -0.12, -0.43], [0.53, -0.31, 0.17], [0.13, 0.00, 0.22], [-0.35, 0.26, -0.27], [0.09, -0.15, 0.08], [-0.05, 0.00, -0.01], [-0.03, 0.02, -0.03], [0.04, 0.01, -0.01], [0.13, 0.05, 0.06], [-0.04, -0.09, -0.02], [0.03, -0.04, -0.03], [0.20, 0.14, -0.03], [0.02, 0.03, -0.01], [0.02, 0.00, -0.06], [-0.04, 0.01, -0.05], [-0.07, 0.01, 0.02], [0.01, -0.05, 0.08], [0.16, 0.06, 0.16], [-0.18, -0.01, -0.18], [-0.03, -0.07, 0.12], [0.10, -0.10, -0.26], [0.82, -0.15, 0.90], [-0.67, -0.19, -0.21], [0.16, 0.07, 0.13], [0.09, 0.05, -0.12], [-0.14, 0.02, -0.17], [-0.10, -0.05, 0.08], [-0.03, 0.00, 0.09], [-0.09, -0.02, 0.01], [0.06, -0.01, 0.06], [-0.07, 0.15, -0.02], [0.02, -0.01, -0.03], [0.08, -0.03, 0.06], [0.04, -0.01, 0.08], [-0.19, 0.19, -0.62], [-0.03, 0.01, -0.13], [0.07, -0.26, -0.19], [0.15, -0.05, 0.00], [0.66, -0.11, -0.04], [-0.15, 0.37, 0.29], [-0.28, -0.63, 0.11], [-0.04, -0.04, 0.03], [0.05, 0.00, 0.14], [0.02, -0.03, 0.14], [-0.04, 0.00, 0.09], [-0.01, 0.02, 0.01], [0.04, 0.02, 0.01], [0.00, 0.10, 0.00], [-0.16, 0.01, 0.06], [-0.16, 0.06, 0.03], [0.04, -0.08, -0.08], [0.04, 0.16, 0.04], [0.04, 0.13, 0.02], [-0.03, 0.00, 0.05], [-0.09, 0.12, 0.02]], "mulliken_charge": [-0.072, -0.010, -0.456, 0.049, 0.326, 0.451, -0.148, -0.851, 0.836, -0.754, -0.286, 0.229, 0.137, 0.421, 0.302, -0.185, 0.354, -0.068, -0.219, -0.063, 0.263, -0.726, 0.075, 0.468, -0.160, 0.307, -0.169, -0.307, 0.250, -0.398, 0.400, 0.439, -0.290, -0.857, -0.536, -0.846, -0.028, 0.317, 0.295, -0.404, 0.642, 0.401, 0.410, 0.446, 0.357, -0.670, -0.550, -0.660, -0.177, 1.060, -0.739, -1.061, -1.052, 1.673, -0.953, 0.434, 0.514, 0.473, 0.397, 0.447, 0.418, 0.435, -0.959, -0.242, 0.625, 0.870, -1.111, 0.042, -0.889, -0.126, 0.318, 0.366, -0.122, 0.574, -0.205, -0.551, 0.367, 0.369, 0.297, 0.261, 0.393, 0.793, -0.400]}

=====

Entry 2:
{"formula": "C9H14", "method": "ωB97M-V with the def2-TZVPD basis set", "gap_ev": 10.02, "charge": 0, "largest_force_ev_per_a": 1.65, "de_lowest_ev": 0.527, "symbols": ["C", "C", "H", "H", "H", "H", "H", "H", "C", "C", "C", "C", "C", "C", "C", "H", "H", "H", "H", "H", "H", "H", "H"], "coordinates": [[-1.428323, -2.745788, 1.779649], [-1.166504, -2.530050, 3.312651], [-0.661115, -2.243071, 1.209141], [-1.402066, -3.810080, 1.557852], [-2.404275, -2.331790, 1.549919], [-2.074860, -2.108237, 3.725447], [-0.284084, -1.930374, 3.507364], [-1.034988, -3.487260, 3.806236], [2.158516, 0.738423, -2.891459], [-0.696826, 2.043135, 0.056445], [-0.920076, 0.890612, -0.681594], [0.509655, 2.711250, -0.108848], [-0.052618, 0.516474, -1.698530], [1.398488, 2.360279, -1.107747], [1.141096, 1.211742, -1.868123], [-1.475501, 2.414031, 0.712656], [-1.832582, 0.321481, -0.542654], [0.729526, 3.547097, 0.547020], [-0.089340, -0.457834, -2.169398], [2.354180, 2.846919, -1.259916], [1.870379, 1.093131, -3.869805], [2.271664, -0.327066, -2.809648], [3.089653, 1.276974, -2.756658]], "forces_ev_per_angstrom": [[0.36, 0.03, 1.32], [-0.46, -0.60, -0.94], [0.05, 0.10, -0.37], [-0.11, 0.04, -0.25], [-0.03, -0.07, -0.38], [0.17, 0.41, 0.42], [-0.12, 0.24, 0.09], [0.15, -0.13, 0.11], [-0.44, 1.26, 0.58], [0.11, -0.32, -0.22], [-0.76, 0.13, -0.68], [-0.23, 0.88, 0.16], [1.23, -0.40, 1.04], [-0.02, -1.17, 0.00], [0.26, 0.53, -0.50], [0.29, -0.11, 0.27], [0.02, 0.02, 0.11], [0.00, 0.09, -0.15], [-0.60, 0.07, -0.26], [-0.11, 0.24, 0.20], [-0.42, -0.51, -0.56], [0.25, -0.41, -0.38], [0.42, -0.32, 0.42]], "mulliken_charge": [-0.688, -0.803, 0.171, 0.301, 0.237, 0.241, 0.279, 0.264, -1.406, -0.600, -0.254, -0.309, -0.599, -0.555, 0.981, 0.373, 0.389, 0.341, 0.308, 0.293, 0.314, 0.369, 0.355]}